Entry from the Open Molecules 2025 dataset: 2 unconnected molecules or ions with the total composition CHBrS at a distorted geometry (ωB97M-V/def2-TZVPD).

Structure (XYZ):
```
4
CHBrS | the Open Molecules 2025 dataset | ωB97M-V/def2-TZVPD
C 0.891 0.373 0.054
S 1.463 -1.025 0.045
Br -2.274 -0.006 0.054
H -0.079 0.658 -0.153
```

## Properties
- gap between HOMO and LUMO (spin up / spin down) (eV) = 8.000 / 5.274
- relative energy (zero: lowest compared OMol25 entry of this formula, charge and spin) (kJ/mol) = 235.3
- calculated total energy (eV) = -81927.259